This record from the Open Molecules 2025 dataset describes a molecular structure, C23H28N7O8P2RuS in a non-equilibrium geometry. The level of theory is ωB97M-V with the def2-TZVPD basis set.

Computed properties:
**Energy above the lowest of the compared OMol25 structures with the same formula, charge and spin**: 0.904 eV
**Molecular weight**: 725.60 g/mol
**LUMO energy (alpha / beta)**: 0.19 / -1.22 eV
**HOMO-LUMO gap (alpha / beta)**: 8.47 / 7.10 eV
**Spin multiplicity**: 6

CARTESIAN COORDINATES (ANGSTROEM)
H 1.428 0.168 1.885
H -2.499 -2.037 0.730
H 5.948 0.321 -1.775
H 4.392 -0.179 -2.577
C 0.128 -2.093 -0.078
N 1.299 1.905 0.850
O -0.892 1.316 -2.665
C -2.843 1.358 1.610
H 0.452 -4.574 -0.963
C -4.308 -0.489 -1.222
C -3.013 -0.491 -1.485
H 4.725 -3.182 0.316
C -1.435 -5.523 -0.622
H 3.394 -3.694 2.217
H -1.643 3.078 -5.402
C -3.089 -4.102 0.357
H -1.100 -6.516 -0.972
C -3.190 0.563 0.390
C 5.185 -0.440 -1.854
N -2.330 0.163 -0.506
C -0.573 -4.440 -0.668
O -2.391 3.370 -2.527
C -1.617 2.371 3.025
H -4.057 -3.899 0.788
H -3.417 -6.236 -0.093
N 1.292 -2.353 -0.589
Ru -0.235 0.947 -0.698
C 4.510 -0.574 -0.535
H 3.122 -3.628 -0.225
O -2.114 5.049 -0.735
H 1.357 3.695 -0.215
H 2.197 -2.473 1.733
C 2.988 3.537 1.281
O -3.870 3.297 -0.594
O -3.153 1.430 -3.986
H 3.429 4.513 1.112
N 3.467 -1.627 -0.414
H -3.156 4.048 3.386
H -4.266 2.829 1.417
H 3.787 -1.974 2.372
C 3.231 -2.734 1.752
P -1.971 2.117 -3.424
H -2.911 5.521 -1.113
H -2.552 -0.739 -2.375
H 5.304 -0.765 0.213
O -1.256 2.852 -0.249
C -2.172 -3.044 0.382
C 1.875 3.092 0.560
C 2.203 -1.362 -0.771
H 4.411 3.101 2.771
N -4.406 0.272 -0.038
N -3.600 2.407 2.092
C -0.892 -3.194 -0.127
O -0.143 -0.994 0.523
P -2.439 3.528 -0.908
H 4.057 0.370 -0.296
O -1.156 2.807 -4.599
S 1.916 0.068 -1.731
C 2.956 1.508 2.526
H -5.326 0.446 0.319
C 3.534 2.757 2.280
H 5.699 -1.362 -2.081
H -5.168 -0.792 -1.847
C 1.842 1.156 1.787
C 3.687 -2.863 0.346
C -2.819 3.062 3.024
C -2.772 -5.358 -0.141
H -0.719 2.627 3.549
H 3.362 0.813 3.270
N -1.686 1.268 2.233